No. 1
{"formula": "C13H35O7PS", "method": "wB97M-V/def2-TZVPD", "species": ["S", "P", "O", "O", "O", "O", "O", "O", "O", "C", "C", "C", "C", "C", "C", "C", "C", "C", "C", "C", "C", "C", "H", "H", "H", "H", "H", "H", "H", "H", "H", "H", "H", "H", "H", "H", "H", "H", "H", "H", "H", "H", "H", "H", "H", "H", "H", "H", "H", "H", "H", "H", "H", "H", "H", "H", "H"], "positions_angstrom": [[1.734072, -0.736648, -1.127848], [-0.361439, -0.052099, 0.785051], [2.938820, -0.806342, 4.218018], [0.090058, -0.542043, -0.776324], [-1.891272, 4.983255, -7.924600], [-1.387911, 0.758556, -3.094696], [2.275192, -1.609551, 0.136419], [-3.482513, -1.190381, 2.748780], [2.307624, 0.582255, -1.074049], [-0.166391, -1.349999, 2.067441], [4.472028, -0.971964, 0.892685], [3.524529, -1.863573, 4.979247], [5.312972, -0.125212, 1.551332], [-0.254663, -0.383821, -4.905311], [-2.041875, 3.736496, -7.249549], [-4.406246, -2.193654, 3.165161], [-0.440429, 0.916144, -4.142736], [0.328714, 1.578627, 1.278417], [2.612337, -2.296603, 6.111078], [-5.806559, -1.892309, 2.665324], [2.982454, -0.878099, 1.158892], [-2.703089, 3.916552, -5.895933], [-6.156416, -0.932439, 3.052692], [-3.682524, 4.382336, -6.009132], [0.102420, -1.173292, -4.239243], [0.685121, -1.114121, 2.710862], [5.358567, -0.146980, 2.638809], [0.511393, 1.255282, -3.716583], [-1.069615, -1.489479, 2.650596], [3.701949, -2.691195, 4.293019], [-4.395019, -2.259381, 4.258707], [-1.205589, -0.718503, -5.321688], [-1.345090, 5.551267, -7.371317], [4.879490, -1.736413, 0.236867], [-2.105794, 4.572922, -5.258297], [-1.055410, 3.272868, -7.136542], [3.056822, -3.112217, 6.682761], [-6.509083, -2.667938, 2.974094], [-2.826223, 2.957863, -5.389334], [-5.814248, -1.823780, 1.577344], [0.685330, 2.076886, 0.379276], [2.801913, -1.415232, 2.091758], [-0.464761, 2.205482, 1.677542], [2.788890, -0.063808, 4.813410], [2.650343, 0.135431, 1.322556], [4.490282, -1.527996, 5.370351], [-3.780537, -0.348730, 3.109627], [5.917354, 0.631775, 1.060698], [-0.816324, 1.695995, -4.804712], [-2.648137, 3.097883, -7.890023], [1.098583, 1.514953, 2.052147], [1.649913, -2.626461, 5.718318], [0.081746, -2.288578, 1.570253], [-1.049498, 0.074808, -2.503468], [-4.052299, -3.141156, 2.761404], [0.463300, -0.264731, -5.719170], [2.416738, -1.462907, 6.789617]], "forces_ev_per_angstrom": [[-0.52, -0.94, -1.28], [-4.23, 0.66, -0.31], [0.02, -0.04, 0.06], [2.24, -0.20, 1.46], [-0.07, -0.06, -0.11], [-0.08, 0.10, -0.19], [-0.51, 1.00, -0.13], [0.07, -0.17, 0.04], [0.21, 0.37, 0.42], [1.84, 0.04, -0.33], [0.20, 1.03, 0.33], [-0.10, 0.22, 0.26], [0.09, -0.25, 0.21], [0.01, 0.02, -0.08], [0.17, 0.27, 0.24], [-0.14, 0.35, 0.09], [0.03, -0.33, 0.29], [0.91, -0.47, 0.10], [-0.07, -0.02, -0.05], [0.01, -0.01, -0.07], [0.99, -2.53, 1.72], [-0.06, -0.01, -0.03], [-0.03, -0.04, 0.08], [-0.02, -0.06, -0.04], [0.08, 0.03, -0.01], [-0.09, -0.17, 0.25], [-1.44, 1.43, 0.15], [0.06, 0.05, -0.15], [-0.26, 0.36, -0.23], [0.00, 0.08, -0.10], [-0.05, -0.15, -0.01], [0.00, 0.05, -0.03], [-0.04, -0.02, -0.04], [-0.51, 1.00, -1.58], [0.06, -0.09, 0.04], [-0.07, -0.15, 0.01], [0.00, 0.02, 0.02], [-0.02, 0.03, 0.01], [0.00, 0.03, 0.05], [0.02, -0.06, 0.00], [0.28, -0.03, 0.05], [-0.53, 0.04, -0.04], [-0.33, -0.32, -0.01], [0.00, -0.02, -0.04], [-0.01, 0.14, -0.54], [0.05, -0.14, -0.01], [0.03, -0.01, -0.09], [1.52, -1.32, -0.22], [-0.04, 0.04, 0.07], [0.02, 0.07, -0.09], [0.27, 0.14, -0.23], [0.03, -0.05, -0.03], [-0.09, -0.05, -0.04], [-0.09, 0.14, 0.14], [0.11, 0.05, -0.02], [0.02, -0.04, 0.01], [0.08, -0.02, 0.05]], "max_force_ev_per_a": 4.29, "homo_ev": -7.4, "gap_ev": 7.59}



No. 2
{"formula": "C44H60BN7O4P", "method": "wB97M-V/def2-TZVPD", "species": ["P", "O", "O", "O", "O", "N", "N", "N", "N", "N", "N", "N", "C", "C", "C", "C", "C", "C", "C", "C", "C", "C", "C", "C", "C", "C", "C", "C", "C", "C", "C", "C", "C", "C", "C", "C", "C", "C", "C", "C", "C", "C", "C", "C", "C", "C", "C", "C", "C", "C", "C", "C", "C", "C", "C", "C", "B", "H", "H", "H", "H", "H", "H", "H", "H", "H", "H", "H", "H", "H", "H", "H", "H", "H", "H", "H", "H", "H", "H", "H", "H", "H", "H", "H", "H", "H", "H", "H", "H", "H", "H", "H", "H", "H", "H", "H", "H", "H", "H", "H", "H", "H", "H", "H", "H", "H", "H", "H", "H", "H", "H", "H", "H", "H", "H", "H", "H"], "positions_angstrom": [[2.282030, 3.071949, 0.144043], [3.570849, 3.703561, -0.878913], [3.500387, -2.150245, 0.015272], [5.164600, -0.665892, 2.677921], [4.196750, 0.020067, -1.066734], [-0.902794, -3.083009, 0.804416], [3.281248, -3.158067, -6.026851], [-11.273991, 4.612530, -2.569192], [1.762710, -0.018047, 1.405556], [-7.518752, 3.506219, 2.330292], [5.183212, 1.196881, 1.312537], [-3.519585, 1.090318, 2.466534], [1.160312, 4.572425, 0.499110], [-10.953601, 3.902777, -3.673254], [4.336700, -0.050135, 1.655178], [9.799566, -3.099479, 0.791596], [1.951186, 3.941940, 4.144028], [-0.008950, 0.701252, 3.305000], [-1.528719, -4.249328, 0.533733], [3.397188, -0.622811, -2.151620], [8.211650, -2.261946, -1.181790], [-4.222662, 2.010684, 3.162207], [1.051690, -2.313511, -7.489501], [-9.748310, 4.350775, 0.867642], [1.198495, -4.228225, 0.487554], [-11.561707, 2.708313, -4.024836], [3.323846, 0.311085, -3.527403], [2.931891, 0.712475, 2.024825], [-12.245165, 4.101319, -1.781830], [-0.491674, 0.980044, 0.556899], [2.168382, -2.824574, -8.142898], [0.525309, -5.414639, 0.214868], [-12.907880, 2.913828, -2.047508], [-9.744757, 4.437388, 2.255801], [-7.552304, 3.432801, 0.981982], [6.193196, -2.955631, 2.080488], [-4.127026, -0.095915, 2.246710], [0.447519, -3.100001, 0.775751], [3.066624, 2.360995, 1.776657], [7.354889, -1.989968, 1.435988], [-5.502503, 1.796711, 3.648383], [4.684058, 2.481340, 1.365825], [3.247696, -3.231484, -7.375161], [8.218339, -2.906271, 0.337737], [6.999084, -3.970557, 3.138635], [-12.557048, 2.206641, -3.192899], [-6.102019, 0.565663, 3.404254], [2.183320, -2.655857, -5.420474], [-5.403992, -0.401950, 2.688992], [0.552581, 0.513834, 1.776038], [-8.616680, 4.008428, 2.936669], [-0.865273, -5.429504, 0.238489], [-8.631618, 3.839712, 0.214245], [2.607986, 3.151968, 3.172854], [4.979164, -2.100506, 2.852546], [1.055243, -2.226897, -6.101342], [4.023639, -0.753344, 0.213779], [1.552886, 5.529002, -0.088562], [-6.658773, 3.023613, 0.518867], [3.889031, -1.646628, -2.512701], [-13.679116, 2.549358, -1.378461], [7.741780, -3.248002, 3.722871], [10.180922, -4.171921, 0.518342], [2.197094, -2.904649, -9.223652], [5.186885, 3.520585, 1.161808], [8.117372, -1.592437, 2.244727], [-2.613744, -4.209030, 0.561262], [4.035441, -0.197840, -4.337905], [7.658492, -4.740934, 2.547767], [1.079966, -6.320005, -0.013864], [4.141227, -3.640672, -7.838276], [2.225888, 0.188790, -3.963417], [-8.602906, 3.759636, -0.866509], [-10.614074, 4.678519, 0.299586], [8.938033, -2.868339, -1.910239], [1.177753, 4.382134, 4.938816], [4.243539, -2.749804, -0.308725], [-12.485662, 4.691638, -0.902061], [-1.419325, -6.338049, 0.031534], [6.957428, -1.072152, 0.829533], [0.307369, -0.218082, 3.976271], [6.192422, -4.453508, 3.836309], [2.235859, -2.605572, -4.336790], [7.143050, -2.330260, -1.701700], [-8.564141, 4.058714, 4.020353], [2.873948, 0.564487, 3.196250], [3.911405, -2.521012, 2.629926], [2.281616, -4.183552, 0.476567], [4.075699, 2.955962, -1.323183], [5.173507, -2.324905, 4.009946], [0.185926, -1.985767, -8.057557], [-3.540250, -0.819173, 1.687334], [-0.705525, 2.145345, 0.703931], [-3.713328, 2.956238, 3.323973], [2.259802, -0.792772, -1.835658], [10.503951, -2.328249, 0.260750], [0.267826, 1.729997, 3.796896], [0.926674, -2.150832, 0.998902], [9.848190, -2.972344, 1.975550], [5.680445, -3.565476, 1.201397], [-7.104719, 0.361751, 3.768483], [-13.055468, 1.272523, -3.435078], [-11.266119, 2.181744, -4.925174], [-10.169054, 4.333714, -4.288428], [7.693462, -3.970226, 0.238210], [-10.599598, 4.829898, 2.794725], [-6.019454, 2.571236, 4.203477], [-1.200782, 0.678452, 3.239854], [0.076016, 0.909978, -0.485921], [-1.509007, 0.400089, 0.577484], [0.200402, -1.834387, -5.562418], [6.215004, 1.125159, 1.060097], [1.080820, 4.894642, 1.620564], [-5.843538, -1.371015, 2.481680], [0.070412, 4.303221, 0.131312], [3.613104, 1.430303, -3.351207], [8.599608, -1.145269, -1.226691]], "forces_ev_per_angstrom": [[-0.84, -0.50, -1.98], [-0.15, -1.15, 1.53], [2.84, 2.13, 0.81], [-2.56, 0.01, -1.29], [-1.48, -2.41, 2.65], [0.44, -0.81, -0.20], [-0.80, 0.36, -0.45], [-0.42, -0.90, -0.16], [-1.77, 4.40, 0.18], [-0.97, 0.47, -0.58], [0.53, 4.93, -0.37], [-0.85, -0.22, 0.31], [-0.11, 1.67, 0.34], [-0.14, 0.56, 0.72], [0.53, 2.24, -0.66], [-0.57, -0.24, 0.57], [3.52, -5.81, -6.78], [-0.75, -0.02, -0.31], [0.30, 0.81, 0.19], [-0.99, -0.16, -2.19], [0.05, -0.29, -0.70], [0.43, -0.55, -0.37], [0.01, 0.00, -0.04], [-0.03, 0.02, 0.01], [-0.19, -0.36, -0.05], [-0.19, -0.08, 0.19], [0.17, -1.16, -0.15], [-0.51, -1.68, 3.64], [0.65, 0.39, -0.54], [0.74, -0.24, 0.13], [-0.24, 0.11, 0.17], [0.01, 0.01, 0.01], [0.08, -0.11, -0.21], [0.04, -0.04, -0.24], [0.09, 0.01, 0.90], [0.20, 0.28, -0.18], [0.49, 0.66, 0.03], [-0.78, 0.23, 0.08], [2.24, 0.89, 1.82], [0.55, -0.71, -1.03], [0.03, -0.24, 0.13], [-1.51, -3.67, 1.61], [0.17, -0.01, 0.89], [0.45, -0.01, -0.74], [-0.40, 1.31, -0.64], [0.00, 0.00, 0.00], [0.06, -0.02, 0.01], [0.78, -0.36, -0.42], [-0.11, 0.26, 0.13], [0.56, -0.56, -0.95], [0.77, -0.35, -0.38], [0.24, 0.03, -0.01], [-0.18, 0.07, 0.14], [-4.46, 5.12, 5.19], [1.32, -2.27, 1.57], [0.05, -0.02, -0.22], [-1.05, -1.87, -3.95], [-0.82, -2.15, 1.08], [-0.05, 0.02, 0.00], [-1.10, 2.20, 1.17], [0.07, 0.05, -0.06], [-1.72, -1.75, -0.91], [-0.74, 2.05, 0.51], [0.02, 0.00, 0.11], [-0.55, -2.55, 0.31], [-1.78, -0.76, -1.48], [0.07, -0.06, -0.01], [-1.42, 1.45, 1.77], [-1.52, 1.37, 1.26], [-0.07, 0.09, 0.03], [-0.10, 0.04, 0.01], [2.36, 0.57, 1.00], [-0.03, 0.02, 0.09], [0.21, -0.04, 0.06], [-1.54, 1.17, 1.77], [2.41, -1.20, -2.06], [-1.38, 1.18, 0.47], [-0.07, -0.06, -0.08], [0.03, 0.10, 0.02], [0.44, -1.62, 1.17], [-0.31, 2.02, -1.44], [1.88, 0.66, -1.24], [-0.07, -0.01, -0.04], [2.15, 0.30, 1.25], [-0.06, 0.02, -0.04], [0.23, 0.74, -1.96], [1.99, 1.14, 0.04], [-0.19, 0.05, 0.02], [-1.29, 1.00, 0.72], [-0.53, 0.87, -2.44], [0.10, -0.04, 0.07], [-0.05, -0.03, 0.04], [0.37, -2.58, 0.10], [-0.08, -0.03, 0.02], [2.77, 0.24, -0.22], [-1.45, -1.35, 1.13], [-0.30, -2.11, -1.01], [0.03, -0.22, -0.11], [0.17, -0.29, -2.61], [1.21, 1.11, 1.81], [0.12, 0.05, -0.05], [0.06, 0.12, 0.03], [-0.02, 0.07, 0.08], [-0.07, -0.05, 0.01], [1.21, 2.24, 0.35], [0.09, -0.03, -0.03], [0.13, -0.15, -0.17], [2.60, 0.09, -0.10], [-1.26, -0.18, 2.40], [2.01, 1.19, 0.03], [0.07, -0.04, -0.03], [-1.75, -0.36, 0.40], [0.31, -0.81, -2.00], [0.07, 0.08, 0.01], [2.41, 0.43, 0.60], [-0.67, -2.16, -0.35], [-0.90, -2.22, 0.33]], "total_charge": 1, "max_force_ev_per_a": 9.60, "relative_energy_kj_mol": 484.9, "homo_ev": -10.8, "gap_ev": 6.72}



What is the formula in the first record? C13H35O7PS